Entry 1:
Entry from OMol25: a molecular structure, C8H9FS (the ωB97M-V functional and the def2-TZVPD basis).

For the HOMO energy (spin up / spin down), the calculation gives -7.1396 / -8.5874 eV. As for the HOMO-LUMO gap (spin up / spin down): 6.933 / 8.165 eV.

XYZ file:
```
19
Properties=species:S:1:pos:R:3:forces:R:3:nbo_charge:R:1
C -2.444 -1.181 0.139 -2.15 -1.61 0.15 -0.227
C -1.281 -0.969 -0.553 1.63 0.08 0.96 -0.249
C -2.899 -0.211 1.012 3.33 -0.83 -2.68 -0.431
C -0.733 0.259 -0.201 -0.32 0.36 0.07 -0.289
C 2.242 -1.837 0.670 1.18 -0.28 1.06 -0.644
C 2.312 -0.497 0.671 -1.82 -2.33 -1.47 0.455
C 1.004 2.248 -0.257 -4.79 0.01 -1.94 -0.648
C 0.431 0.864 -0.609 3.80 0.25 -0.49 -0.116
F 3.229 0.352 0.975 0.97 0.43 0.90 -0.314
S -1.745 1.013 0.941 -0.30 2.16 1.02 0.469
H -3.019 -2.072 -0.062 -0.17 -0.21 0.23 0.214
H -0.587 -1.746 -0.830 -0.40 -0.24 -1.03 0.223
H -3.839 -0.140 1.376 -2.50 0.32 1.49 0.232
H 2.911 -2.592 1.226 -0.48 1.68 -0.78 0.220
H 1.470 -2.405 0.153 -0.28 0.78 0.16 0.224
H 1.684 2.228 0.472 2.77 -0.19 2.81 0.221
H 0.216 2.977 0.034 0.15 -0.66 0.24 0.212
H 1.382 2.737 -1.116 0.84 0.07 -1.08 0.220
H 1.155 0.346 -1.298 -1.46 0.22 0.38 0.226
```
Forces are in eV/Å.

=====

Entry 2:
Entry from OMol25: a molecular structure, C8H9IN2S (the ωB97M-V functional and the def2-TZVPD basis).

For the HOMO energy (spin up / spin down), the calculation gives -8.1411 / -8.2560 eV. As for the HOMO-LUMO gap (spin up / spin down): 6.752 / 6.881 eV.

XYZ file:
```
21
Properties=species:S:1:pos:R:3:forces:R:3:nbo_charge:R:1
C 2.323 1.822 0.112 2.34 -2.43 -0.35 -0.186
C 2.499 0.391 0.400 0.34 1.47 -0.94 -0.194
C 1.089 2.325 -0.224 0.49 -0.47 0.84 -0.221
C 1.352 -0.381 0.451 0.76 1.28 -0.72 -0.193
C -0.065 1.577 -0.158 3.24 -3.17 0.36 -0.167
C 0.113 0.165 0.126 -1.02 2.65 1.07 -0.149
C -2.315 -0.200 0.807 1.86 3.30 0.43 -0.160
C -1.107 -0.546 0.335 -0.44 -3.15 -1.52 0.118
N -3.430 -2.030 0.429 1.47 -0.32 -1.41 -0.564
N -3.487 -0.848 0.962 -1.44 -0.43 0.51 -0.176
S -0.630 -2.600 -0.731 -1.10 1.38 3.02 -0.264
I -5.007 0.529 -0.279 0.05 0.19 0.07 -0.146
H 3.212 2.486 -0.085 -0.94 -0.92 0.53 0.218
H 3.480 -0.203 0.374 -1.29 1.58 0.48 0.229
H 1.150 3.321 -0.534 -0.66 1.50 -0.46 0.216
H 1.493 -1.415 0.589 -0.33 -1.08 0.24 0.231
H -0.958 1.934 -0.498 -2.38 0.85 -0.58 0.218
H -2.434 0.862 1.205 0.65 -1.37 -0.52 0.251
H -4.275 -2.541 0.492 -0.60 -0.61 -0.25 0.387
H -2.787 -2.034 -0.412 -1.33 -1.07 0.85 0.390
H -0.879 -3.307 0.488 0.33 0.84 -1.67 0.161
```
Forces are in eV/Å.

=====

These records have relative energy (zero: lowest compared OMol25 entry of this formula, charge and spin) values of 99.6; 7.2 kcal/mol, in the order they appear.